Computed, not measured: a structure of composition C10H4EuN2O4, with the ωB97M-V functional and the def2-TZVPD basis.

energy	-1503.6326	Ha

```
! wB97M-V def2-TZVPD RIJCOSX def2/J DEFGRID3
* xyz 2 8
Eu -0.523 1.840 1.483
O 2.582 3.962 2.188
O -0.726 1.432 5.388
O 5.094 -0.152 0.202
O -0.534 4.411 -1.385
N -0.329 -0.158 -0.153
N -2.131 -4.385 -2.931
C -0.530 3.663 -0.498
C -0.665 1.584 4.257
C 1.615 3.333 2.035
C 4.183 0.478 0.487
C -0.471 -1.369 0.432
C -0.926 -2.489 -0.249
C -1.144 -2.374 -1.616
C -0.867 -1.171 -2.279
C -0.405 -0.102 -1.502
C -1.705 -3.478 -2.326
H -0.165 0.840 -1.985
H -0.998 -1.059 -3.349
H -1.087 -3.425 0.295
H -0.267 -1.383 1.507
*
```

Atomic partial charges in e from the natural (NBO) method, atoms 1 to 6:
1. Eu 1.607
2. O -0.314
3. O -0.316
4. O -0.439
5. O -0.316
6. N -0.624



Computed, not measured: a cluster of 2 separate species, C4H9N2O in total, with the ωB97M-V functional and the def2-TZVPD basis.

energy	-342.0905	Ha

```
! wB97M-V def2-TZVPD RIJCOSX def2/J DEFGRID3
* xyz 1 3
O -0.218 0.536 0.292
N 1.724 -0.187 -1.472
N -1.869 0.849 1.926
C 1.220 1.199 -1.054
C 0.757 -1.122 -2.036
C -1.083 0.821 1.051
C -2.951 0.961 2.781
H 0.478 1.544 -1.682
H -3.872 0.989 2.134
H 0.463 -0.779 -3.003
H -0.102 -0.939 -1.416
H 2.511 0.200 -1.993
H 1.170 -2.127 -2.031
H 2.180 -0.783 -0.715
H -2.778 1.869 3.353
H -3.080 0.093 3.365
*
```

Atomic partial charges in e from the natural (NBO) method, atoms 1 to 6:
1. O -0.646
2. N -0.620
3. N -0.423
4. C 0.203
5. C -0.423
6. C 0.861



Computed, not measured: a cluster of 10 separate species, C26H44F6O28PS5 in total, with the ωB97M-V functional and the def2-TZVPD basis.

energy	-6055.1332	Ha

```
! wB97M-V def2-TZVPD RIJCOSX def2/J DEFGRID3
* xyz 0 2
S -3.847 3.172 0.411
S 4.152 -3.927 -2.704
S 2.064 3.757 -4.376
S -0.706 0.540 5.485
S 4.193 4.591 4.068
P 0.492 0.197 -0.368
F 0.668 -0.913 -1.676
F 2.206 0.084 -0.237
F -1.154 0.149 -0.571
F 0.620 1.326 0.830
F 0.317 -0.950 0.708
F 0.765 1.373 -1.465
O -1.229 -4.264 -3.683
O 4.344 5.972 4.422
O -1.985 1.627 5.355
O 2.622 -2.416 3.539
O 3.126 4.798 -4.668
O -0.798 0.244 3.867
O 2.237 2.369 -5.274
O 0.403 1.441 5.706
O 2.498 2.898 -3.003
O 4.017 4.359 2.414
O 4.194 -2.857 -1.427
O 5.113 3.576 4.607
O -0.926 -0.554 6.367
O 4.220 -3.676 2.347
O -2.855 4.461 0.869
O -7.150 -1.894 -2.753
O 5.178 -4.978 -2.398
O -2.669 2.589 -0.600
O 0.825 4.306 -4.067
O 2.681 4.132 4.444
O -4.077 -2.379 2.282
O -4.964 3.732 -0.431
O -4.147 2.227 1.486
O 4.100 -3.172 -3.972
O -2.441 -2.916 -4.975
O 2.609 -4.543 -2.405
O -2.112 -2.478 3.090
O -6.637 -0.525 -1.165
C -2.084 4.881 -0.241
C -2.925 -2.708 2.067
C 2.730 3.824 2.126
C 4.495 -1.292 2.519
C -2.052 2.095 4.013
C -6.289 -1.197 -2.173
C 2.466 1.215 -4.509
C 2.255 -1.022 3.717
C 3.849 -2.621 2.881
C -4.349 -0.816 -0.965
C -2.130 -3.167 0.884
C -0.686 -2.758 2.811
C -5.498 -0.068 -0.450
C -4.771 -1.238 -2.408
C -1.626 3.490 -0.841
C 2.117 3.309 3.407
C -1.966 0.816 3.239
C -1.241 -0.902 -4.752
C 3.405 -0.282 3.036
C -0.289 -2.108 -4.390
C -2.348 -1.589 -5.498
C -1.254 -3.246 -4.380
C 3.160 -3.184 -0.567
C -0.759 -3.715 1.570
C 2.026 -3.895 -1.334
C 3.315 1.720 -3.284
H -4.683 -2.274 -2.735
H 2.999 0.240 2.169
H 0.148 -1.946 -3.405
H -3.389 -0.304 -0.897
H -1.287 2.797 3.680
H -1.180 5.410 0.059
H 2.825 3.004 1.414
H 1.343 -3.258 -1.896
H -0.697 -0.033 -5.121
H 1.309 -0.754 3.247
H 4.832 -1.357 1.485
H 0.382 -2.155 -5.247
H -0.089 -1.874 2.590
H 5.468 -1.384 3.001
H 1.542 0.663 -4.336
H -1.680 -0.638 -3.790
H -3.023 2.561 3.846
H -5.609 -0.227 0.622
H -4.483 -0.475 -3.131
H -2.104 -1.766 -6.546
H 4.345 1.957 -3.554
H -0.904 -4.739 1.916
H -2.684 5.548 -0.861
H -2.625 -4.088 0.576
H -3.265 -1.002 -5.556
H 3.194 1.136 -2.372
H 3.153 0.654 -5.142
H -0.172 -3.285 3.615
H 2.166 -0.754 4.770
H 2.877 -2.227 -0.129
H 3.830 0.446 3.726
H -1.455 3.510 -1.917
H -0.692 3.270 -0.323
H 1.421 -4.567 -0.726
H -2.123 -2.459 0.056
H -2.810 0.218 3.584
H 2.164 4.544 1.534
H -1.983 0.902 2.152
H 2.345 2.247 3.500
H 0.110 -3.693 0.913
H 1.053 3.543 3.386
H -5.498 1.004 -0.645
H -4.090 -1.699 -0.381
H 3.522 -3.717 0.313
*
```

Atomic partial charges in e from the Mulliken method, atoms 1 to 6:
1. S 1.174
2. S 1.091
3. S 1.023
4. S 1.174
5. S 1.033
6. P 1.225



Computed, not measured: a cluster of 3 separate species, C37H79ClNO14P in total, with the ωB97M-V functional and the def2-TZVPD basis.

structure (SMILES)	C=C[C@@H](OC[C@H](C)O)O[C@@](OCCC)([C@@H](Cl)CC)[C@@H](CCCCCCCCCCOC)NP(=O)(O)O.COCCOCCOC.COCCOCCOC
energy	-3366.5533	Ha

```
! wB97M-V def2-TZVPD RIJCOSX def2/J DEFGRID3
* xyz 0 1
Cl -0.172 -4.810 3.363
P -4.923 -1.052 2.616
O -6.171 -1.778 2.173
O 4.029 5.359 1.050
O 3.618 -3.109 1.673
O -2.565 -5.491 2.547
O 2.540 2.650 1.301
O -3.417 0.090 -0.839
O 1.715 4.969 -6.862
O 4.590 6.106 -6.582
O 2.583 6.571 -9.371
O -2.933 -4.510 0.557
O -5.156 -0.567 4.193
O -2.284 -2.334 -0.212
O 1.469 4.342 -1.071
O -4.841 0.370 1.707
N -3.453 -1.868 2.330
C 3.558 -3.494 3.055
C -3.742 -6.231 2.270
C -3.265 -3.401 4.280
C 4.547 4.064 1.322
C 0.642 -2.821 0.187
C 4.548 6.330 1.934
C -2.039 -2.624 4.882
C 2.414 6.460 -10.769
C 1.339 6.569 -8.686
C -0.078 -4.143 0.730
C 1.895 -0.133 4.454
C -3.057 -0.719 -1.965
C 2.730 -1.046 3.470
C 5.384 6.666 -5.557
C 2.568 -2.571 3.868
C -0.546 0.575 4.928
C -0.942 -3.839 1.994
C 0.430 -0.024 3.841
C -4.927 -8.196 1.154
C -1.976 -1.777 -1.474
C -5.670 -3.962 -0.517
C 1.010 4.105 -2.385
C 0.758 3.569 -0.115
C -2.420 0.156 -3.104
C 1.475 3.592 1.224
C 1.555 6.344 -7.199
C -2.357 -1.197 5.481
C -4.690 -2.959 -0.225
C -3.182 -3.430 -0.292
C -3.533 -7.431 1.257
C -2.512 -4.224 1.864
C 3.728 3.005 0.602
C 4.081 4.830 -6.219
C -1.010 -0.512 5.988
C -3.449 -3.287 2.725
C 2.985 4.405 -7.182
C 4.166 -4.148 0.866
H 0.509 -2.685 -0.911
H 5.641 6.373 1.867
H 4.245 6.111 2.964
H 4.576 -3.492 3.522
H 6.231 6.012 -5.320
H -6.011 -0.128 4.295
H -3.244 -4.440 4.681
H -2.673 -0.564 4.610
H 0.762 3.281 1.993
H 1.533 -2.922 3.638
H -3.961 -1.295 -2.270
H 3.157 -4.539 3.085
H 0.665 2.533 -0.464
H 0.769 -4.819 1.009
H 2.805 -2.696 4.957
H 5.583 4.032 0.963
H -3.180 1.009 -0.989
H 1.815 4.596 1.486
H 0.690 5.782 -9.087
H -5.885 -4.210 -1.582
H -5.544 -7.719 0.358
H -0.056 4.343 -2.473
H 2.282 -0.937 2.450
H 4.529 3.871 2.401
H -4.789 -9.285 0.971
H 4.323 2.090 0.564
H -1.404 1.067 4.412
H 2.381 6.945 -6.814
H -4.188 -2.940 4.733
H 0.095 -1.029 3.474
H -3.142 -1.208 6.272
H -4.646 -5.660 1.959
H 2.343 0.888 4.512
H 3.399 6.501 -11.233
H 4.138 7.299 1.652
H 3.511 3.293 -0.428
H 0.546 0.664 2.960
H -0.586 -4.629 -0.128
H -3.226 0.368 -3.849
H 1.188 3.061 -2.669
H -0.215 -1.255 6.219
H 3.811 -0.749 3.480
H 5.766 7.623 -5.910
H -3.087 -3.835 -1.347
H 2.851 3.324 -7.085
H -3.363 -7.005 0.233
H 1.805 7.285 -11.155
H -2.695 -8.098 1.552
H -6.267 -4.471 0.273
H 0.865 7.546 -8.842
H -1.718 -2.524 -2.267
H 0.308 -1.899 0.717
H -4.496 -3.645 2.518
H -4.030 -6.740 3.235
H -1.174 -2.488 4.197
H -3.948 0.395 1.326
H 3.683 4.861 -5.199
H 5.107 -3.854 0.348
H -2.616 -1.346 2.579
H 4.368 -5.094 1.435
H 3.388 -4.424 0.101
H 4.910 4.111 -6.266
H 0.009 1.399 5.453
H 1.950 5.500 -11.023
H 1.746 -2.905 0.369
H 0.650 6.664 -6.676
H -4.934 -1.911 0.045
H 1.755 -0.602 5.461
H -5.473 -8.051 2.120
H -2.021 1.125 -2.727
H 1.571 4.747 -3.063
H 4.782 6.841 -4.659
H -1.311 0.085 6.890
H -1.042 -1.168 -1.321
H -1.664 -3.232 5.751
H 3.256 4.605 -8.220
H -0.242 4.007 -0.002
H -1.597 -0.436 -3.567
H -0.920 -2.746 2.198
*
```

Atomic partial charges in e from the Mulliken method, atoms 1 to 6:
1. Cl -0.220
2. P 0.750
3. O -0.696
4. O -0.226
5. O -0.245
6. O -0.331



Computed, not measured: a structure of composition C20H55FN5O8PS2, with the ωB97M-V functional and the def2-TZVPD basis.

energy	-2908.2126	Ha

```
! wB97M-V def2-TZVPD RIJCOSX def2/J DEFGRID3
* xyz 0 1
S -1.381 3.268 0.081
S -2.201 2.088 2.646
P 0.486 1.696 1.911
F -3.407 2.877 2.064
O -0.208 3.148 -0.729
O -2.662 3.076 -0.521
O 0.576 -5.183 -3.560
O -1.678 2.908 3.682
O -2.199 -0.822 -4.752
O 0.724 -2.849 0.775
O -2.637 0.769 2.883
O 0.984 8.050 5.800
N -0.157 -5.381 1.944
N -0.847 -0.044 -2.359
N -1.179 2.099 1.316
N 2.149 5.992 4.117
N 1.316 -7.263 -5.466
C -3.077 -0.770 -1.697
C -0.400 -5.061 0.535
C -0.400 -6.022 -4.146
C 2.833 2.874 2.459
C 1.901 -2.956 -0.001
C 1.416 3.264 2.001
C -0.005 -6.631 -5.496
C -0.392 -3.552 0.263
C -1.342 4.854 0.886
C 2.206 5.154 6.400
C -2.998 -1.984 -4.678
C 0.623 -3.861 -4.057
C 0.566 -5.861 -0.335
C 0.115 7.591 6.818
C -2.669 0.288 -4.007
C -0.058 -5.649 -6.663
C 2.340 7.679 5.940
C -2.278 0.233 -2.525
C 2.672 6.262 5.460
C 1.149 0.925 0.400
H -0.068 -6.193 -7.607
H -1.421 4.730 1.964
H 1.320 -8.016 -4.785
H -2.731 -1.792 -1.853
H -0.619 -0.860 -2.922
H -3.754 0.402 -4.134
H 1.673 -3.025 -1.069
H -2.958 -0.549 -0.636
H 1.137 4.964 6.298
H 1.914 1.570 -0.034
H 2.895 8.386 5.320
H -2.181 5.433 0.511
H -0.540 -6.837 -3.433
H 0.548 -5.525 -1.374
H 3.764 6.206 5.403
H 1.028 -3.230 -3.265
H 1.984 -6.586 -5.110
H -1.356 -5.485 -4.228
H -0.881 -4.962 2.519
H -0.738 -7.419 -5.696
H 2.494 -2.058 0.174
H 1.463 3.757 1.027
H -4.066 -1.750 -4.710
H 1.586 -0.042 0.651
H 2.667 7.823 6.979
H -0.271 6.590 6.610
H 2.720 4.223 6.163
H -4.142 -0.726 -1.935
H -0.497 -3.352 -0.813
H -0.728 8.280 6.857
H 2.499 -3.820 0.299
H -1.413 -5.401 0.296
H 0.814 -4.996 -6.678
H -0.376 -3.496 -4.320
H 1.159 6.226 4.125
H 0.701 -4.917 2.229
H -2.759 -2.600 -5.545
H 2.752 2.360 3.420
H 0.360 0.751 -0.326
H -0.315 0.713 -2.781
H 3.293 2.162 1.771
H 3.457 3.756 2.566
H 0.613 7.587 7.792
H 0.297 -6.917 -0.312
H -2.473 1.224 -2.104
H 1.276 -3.770 -4.928
H -0.378 5.301 0.658
H -1.258 -3.110 0.763
H 2.557 6.649 3.457
H -0.953 -5.025 -6.619
H 2.413 5.402 7.442
H 1.590 -5.784 0.031
H -2.191 1.162 -4.455
H 0.992 3.944 2.739
H -2.779 -2.565 -3.779
*
```

Atomic partial charges in e from the Mulliken method, atoms 1 to 6:
1. S 1.368
2. S 0.993
3. P 0.026
4. F -0.228
5. O -0.616
6. O -0.666



Computed, not measured: a cluster of 2 separate species, C3H7NO2 in total, with the ωB97M-V functional and the def2-TZVPD basis.

energy	-323.7176	Ha

```
! wB97M-V def2-TZVPD RIJCOSX def2/J DEFGRID3
* xyz -1 2
O -0.227 -1.393 0.932
O 2.571 0.679 -1.761
N 1.781 0.450 0.372
C 2.470 1.065 -0.616
C -2.059 -0.186 -0.186
C -1.494 -1.320 0.628
H 2.965 1.982 -0.233
H -1.387 0.666 -0.052
H -2.121 -2.201 0.814
H 1.364 1.007 1.100
H -2.088 -0.440 -1.266
H 1.292 -0.432 0.159
H -3.067 0.123 0.107
*
```

Atomic partial charges in e from the natural (NBO) method, atoms 1 to 6:
1. O -0.857
2. O -0.640
3. N -0.826
4. C 0.525
5. C -0.691
6. C 0.003